1.
A molecular structure, C4H8MgO4, computed with ωB97M-V with the def2-TZVPD basis set.

Structure (XYZ):
```
17
Properties=species:S:1:pos:R:3:forces:R:3
Mg 0.461506 0.064068 -0.010998 -1.386 -0.618 0.632
O -1.079184 -0.300842 -1.258578 1.713 -0.445 -2.017
C -0.393834 -0.991262 -2.322938 -0.441 0.108 2.361
C 0.761176 -1.903492 -1.724398 0.787 0.901 1.417
O 1.628416 -1.351812 -0.683568 -1.095 0.691 -1.222
H -0.003494 -0.399372 -3.150828 0.623 1.013 -0.080
H -1.134394 -1.577982 -2.866468 -0.219 -1.008 -0.102
H 1.492536 -2.189622 -2.480268 -0.361 -0.677 -0.757
H 0.293256 -2.720892 -1.175758 -0.399 -0.712 -0.681
O 0.943186 1.850878 0.560242 -0.245 -0.621 0.851
C -0.032144 2.098908 1.575862 0.401 -1.790 -0.909
C -0.565224 0.822848 2.428682 1.598 -0.891 -1.843
O -0.834794 -0.329222 1.630822 0.563 2.147 0.822
H -0.913174 2.392878 1.005372 -0.581 1.006 0.470
H 0.474996 2.805898 2.232432 -0.778 0.651 0.615
H -1.339204 1.154628 3.120772 -1.011 0.297 -0.090
H 0.240376 0.574388 3.119612 0.830 -0.053 0.533
```
Forces are in eV/Å.

Summary:
charge	-2
ΔE to the lowest compared entry with this formula, charge and spin	132.0	kJ/mol
calculated total energy	-658.24418	Eh
highest occupied orbital energy	0.286	eV

Charge distribution, natural (NBO) scheme, values in e: number 1, Mg, carries 1.79; number 2, O, carries -1.02; number 3, C, carries -0.10; number 4, C, carries -0.12; number 5, O, carries -1.08; number 6, H, carries 0.09; number 7, H, carries 0.10; number 8, H, carries 0.11; number 9, H, carries 0.13; number 10, O, carries -1.08; number 11, C, carries -0.12; number 12, C, carries -0.09; number 13, O, carries -1.01; number 14, H, carries 0.12; number 15, H, carries 0.11; number 16, H, carries 0.08; number 17, H, carries 0.08

=====

2.
2 unconnected molecules or ions with the total composition C7H20N3, computed with ωB97M-V with the def2-TZVPD basis set.

Structure (XYZ):
```
30
Properties=species:S:1:pos:R:3:forces:R:3
C -1.533548 0.085738 2.371369 -1.077 -1.069 -1.760
C 1.904569 0.717813 0.885697 -2.538 4.328 0.197
C 1.750498 -1.598000 0.805824 -1.708 -1.631 0.317
C 0.665407 0.018901 -2.171216 2.109 0.625 1.342
C -1.031076 1.608281 -1.907283 -2.527 -0.193 0.178
C -0.914542 -1.363284 -0.436822 -0.244 -0.062 0.637
C -1.150972 0.610640 0.999207 -0.653 -1.668 0.634
N 0.993093 -0.376065 0.831381 0.990 -0.704 0.185
N 0.060597 0.988704 -1.281616 1.973 -2.349 0.608
N -0.217102 -0.204707 0.223125 -0.438 1.704 -3.143
H -2.187743 -0.806909 2.346921 -0.061 0.630 -0.310
H -0.741404 -0.246290 2.958263 1.704 0.131 1.091
H -2.049680 0.920973 2.757301 -0.681 0.578 1.213
H 1.176623 1.642146 0.851575 1.977 -1.262 0.487
H 2.535983 0.745812 1.778031 -0.463 -0.292 -0.007
H 2.522163 0.886405 0.020623 0.359 -0.500 -0.612
H 2.263467 -1.789501 -0.144284 -0.162 -0.256 0.157
H 2.481970 -1.476588 1.598956 0.095 -0.203 -0.041
H 1.026720 -2.393352 1.141759 1.221 0.184 -0.672
H 1.529872 -0.428571 -1.643997 -0.351 0.124 -0.384
H 0.053722 -0.777878 -2.515453 -0.765 -0.216 -0.799
H 1.089782 0.568043 -2.989234 0.075 0.320 -0.693
H -0.629398 2.463887 -2.495215 -0.357 -0.258 0.646
H -1.643662 0.971278 -2.606376 0.600 0.332 0.456
H -1.705766 1.894342 -1.071919 0.210 0.782 -1.001
H -0.437081 -1.838265 -1.310133 0.195 0.563 0.835
H -0.950971 -2.107240 0.331511 -0.573 -0.672 0.352
H -1.932167 -1.023476 -0.742810 0.910 -0.253 0.443
H -0.927892 1.624120 1.025058 1.676 1.741 0.331
H -2.001464 0.683042 0.389760 -1.499 -0.453 -0.685
```
Forces are in eV/Å.

Summary:
charge	+1
ΔE to the lowest compared entry with this formula, charge and spin	633.7	kJ/mol
calculated total energy	-442.54814	Eh
highest occupied orbital energy (alpha / beta)	-12.802 / -12.803	eV

Charge distribution, natural (NBO) scheme, values in e: number 1, C, carries -0.62; number 2, C, carries -0.43; number 3, C, carries -0.42; number 4, C, carries -0.47; number 5, C, carries -0.47; number 6, C, carries -0.43; number 7, C, carries -0.22; number 8, N, carries -0.27; number 9, N, carries -0.21; number 10, N, carries 0.04; number 11, H, carries 0.22; number 12, H, carries 0.23; number 13, H, carries 0.24; number 14, H, carries 0.22; number 15, H, carries 0.23; number 16, H, carries 0.21; number 17, H, carries 0.20; number 18, H, carries 0.24; number 19, H, carries 0.21; number 20, H, carries 0.20; number 21, H, carries 0.19; number 22, H, carries 0.25; number 23, H, carries 0.27; number 24, H, carries 0.19; number 25, H, carries 0.22; number 26, H, carries 0.25; number 27, H, carries 0.23; number 28, H, carries 0.25; number 29, H, carries 0.23; number 30, H, carries 0.21

=====

3.
A gas-phase ion, C6H13O (charge +1), computed with ωB97M-V with the def2-TZVPD basis set.

Structure (XYZ):
```
20
Properties=species:S:1:pos:R:3:forces:R:3
C 0.174894 2.403933 -0.227300 -1.120 0.449 -2.719
C -0.598460 -1.612361 -1.073416 -0.312 -2.946 4.593
C -1.802670 0.013259 0.535000 1.316 -1.073 0.152
C 2.214104 -0.291713 0.153302 -3.626 0.076 1.590
C -0.551550 -0.809561 0.292182 1.700 2.076 -0.513
C 0.655621 0.236587 0.466649 2.327 -2.596 -0.808
O 0.532048 1.253441 -0.564941 -0.752 2.170 1.015
H 0.010630 3.106069 -1.129752 0.546 -0.885 1.645
H -0.159359 2.701139 0.781142 0.612 -0.367 -0.198
H 0.379772 -1.756388 -1.470626 0.581 -0.171 -0.461
H -0.978059 -2.664447 -0.622244 0.978 2.005 -1.576
H -1.322510 -1.361531 -1.789319 -0.840 0.985 -0.828
H -1.704054 0.658604 1.388789 -0.488 -0.016 0.648
H -1.987290 0.569805 -0.318168 -0.288 1.603 -1.764
H -2.601580 -0.665095 0.505078 -1.493 -0.747 0.883
H 2.193598 -1.268389 0.695728 0.804 0.665 -0.858
H 2.815218 0.457298 0.630204 0.673 0.016 0.356
H 2.402868 -0.265116 -0.912811 -0.059 -0.611 -0.057
H -0.331618 -1.405528 1.183988 -0.244 -0.547 -0.398
H 0.658398 0.699985 1.476509 -0.317 -0.086 -0.703
```
Forces are in eV/Å.

Summary:
charge	+1
ΔE to the lowest compared entry with this formula, charge and spin	143.3	kJ/mol
calculated total energy	-311.28481	Eh
highest occupied orbital energy	-15.280	eV

Charge distribution, natural (NBO) scheme, values in e: number 1, C, carries 0.35; number 2, C, carries -0.63; number 3, C, carries -0.62; number 4, C, carries -0.61; number 5, C, carries -0.21; number 6, C, carries 0.09; number 7, O, carries -0.31; number 8, H, carries 0.23; number 9, H, carries 0.21; number 10, H, carries 0.23; number 11, H, carries 0.24; number 12, H, carries 0.23; number 13, H, carries 0.21; number 14, H, carries 0.20; number 15, H, carries 0.25; number 16, H, carries 0.24; number 17, H, carries 0.22; number 18, H, carries 0.24; number 19, H, carries 0.23; number 20, H, carries 0.20

=====

4.
A molecular structure, C8H6BiCl2CoN2O3, computed with ωB97M-V with the def2-TZVPD basis set.

Structure (XYZ):
```
23
Properties=species:S:1:pos:R:3:forces:R:3
Co -1.526515 5.752505 -4.564397 1.839 -6.085 0.405
Bi 0.567724 0.793302 0.166282 -1.560 0.617 0.688
Cl -0.871576 3.858854 -5.336353 -0.252 0.602 0.640
Cl -1.281053 1.688235 1.485867 1.274 -0.712 -0.922
C 1.909801 1.215162 2.138360 0.750 -2.277 6.219
C -1.640288 6.687767 -6.045814 -0.638 5.405 -8.980
C -2.085086 7.197103 -3.734015 -3.400 8.223 5.880
O 2.049028 0.833538 3.227998 -0.352 2.362 -5.523
O -1.745786 7.364671 -6.983260 0.513 -3.200 4.361
O -2.464531 8.187917 -3.256185 1.820 -4.627 -2.542
N 0.623244 -5.334771 2.384275 -0.115 1.637 -0.578
C 0.580926 -4.030868 1.990785 0.183 -0.580 0.437
C -0.190497 -3.061720 2.674549 -0.552 0.156 0.548
C -0.228692 -1.745251 2.235390 0.640 0.499 -0.493
N 0.553894 -1.316168 1.189329 -0.837 -1.552 -0.435
C 1.225271 -2.259296 0.449786 -0.118 0.506 0.656
C 1.304755 -3.575101 0.867494 0.555 -0.343 -0.857
H 0.088144 -5.698241 3.164551 -0.303 0.034 0.463
H 1.150664 -6.039165 1.881170 0.355 -0.207 -0.324
H -0.754753 -3.354420 3.554474 -0.186 0.162 -0.053
H -0.878490 -0.985448 2.670534 0.222 -0.289 0.252
H 1.681048 -1.909003 -0.481466 0.216 -0.369 0.384
H 1.932766 -4.269599 0.320646 -0.055 0.039 -0.223
```
Forces are in eV/Å.

Summary:
charge	+4
calculated total energy	-3159.69378	Eh
2S+1	5
<S²>	6.08
highest occupied orbital energy (alpha / beta)	-20.582 / -20.989	eV

Charge distribution, natural (NBO) scheme, values in e: number 1, Co, carries 1.07; number 2, Bi, carries 1.78; number 3, Cl, carries -0.35; number 4, Cl, carries -0.29; number 5, C, carries 0.51; number 6, C, carries 0.40; number 7, C, carries 0.38; number 8, O, carries -0.25; number 9, O, carries -0.25; number 10, O, carries -0.23; number 11, N, carries -0.34; number 12, C, carries 0.19; number 13, C, carries -0.11; number 14, C, carries 0.07; number 15, N, carries -0.54; number 16, C, carries 0.05; number 17, C, carries -0.12; number 18, H, carries 0.47; number 19, H, carries 0.47; number 20, H, carries 0.30; number 21, H, carries 0.28; number 22, H, carries 0.25; number 23, H, carries 0.30

=====

5.
C19H33N3O4S in the gas phase, computed with ωB97M-V with the def2-TZVPD basis set.

Structure (XYZ):
```
60
Properties=species:S:1:pos:R:3:forces:R:3
C 3.368933 2.053750 0.590437 0.036 -0.222 -0.248
C 3.716004 0.572180 0.482400 0.098 -0.013 0.237
C 5.115632 0.314411 1.038048 -0.246 -0.011 -0.218
C 2.691954 -0.290112 1.238197 0.589 0.428 0.004
N 1.473917 -0.543974 0.486817 -1.025 0.288 0.263
C 1.330355 -1.877649 -0.068227 -0.078 -0.535 -0.324
C 2.189677 -2.116184 -1.315216 -0.243 0.065 0.023
C 1.797030 -1.158353 -2.434763 0.237 -0.085 0.243
C 2.026956 -3.566083 -1.765446 0.156 0.244 0.185
S 0.102682 0.130240 1.139652 0.488 0.400 -0.425
O 0.220874 0.285975 2.555978 0.050 0.148 0.129
O -1.032596 -0.604798 0.642820 0.141 -0.236 -0.047
N 0.139774 1.655156 0.459419 -0.120 -0.823 0.668
C -0.235335 1.672699 -0.950073 0.262 -0.099 -0.758
C -1.255658 2.760404 -1.286584 0.016 -0.095 0.189
C -2.448479 2.841063 -0.316604 -0.258 0.063 -0.081
C -3.576450 1.885965 -0.722620 0.376 0.525 0.014
O -4.645908 2.302254 -1.124518 -0.354 0.127 -0.111
N -3.281122 0.578019 -0.638871 0.113 -0.488 0.024
C -4.286567 -0.450790 -0.830470 -0.154 0.154 0.132
C -4.084733 -1.525088 0.181668 0.090 -0.641 -0.762
C -3.803188 -2.852953 0.050826 -0.191 0.650 -0.105
C -3.641641 -3.354281 1.365253 -0.052 0.279 0.506
C -3.828742 -2.291953 2.191914 0.203 -0.924 0.124
O -4.100558 -1.184352 1.487083 -0.138 0.574 -0.054
C -2.007579 2.631359 1.146020 0.253 0.160 0.061
C -0.487144 2.681722 1.273318 -0.330 0.174 0.579
H 3.482406 2.390329 1.618749 0.004 0.072 0.171
H 2.339567 2.220040 0.289939 -0.041 0.135 -0.042
H 4.027632 2.647422 -0.040055 0.066 0.102 -0.029
H 3.698096 0.283676 -0.571888 -0.018 -0.045 -0.007
H 5.406302 -0.724547 0.898919 0.080 -0.130 0.020
H 5.844267 0.943393 0.532342 0.113 0.058 0.002
H 5.146526 0.540638 2.101427 0.053 0.034 0.171
H 3.146335 -1.251345 1.501133 -0.120 -0.009 0.003
H 2.407330 0.211711 2.165209 0.285 -0.099 0.075
H 0.277493 -1.994923 -0.325040 0.117 -0.229 -0.093
H 1.578813 -2.630612 0.693604 -0.041 0.049 -0.027
H 3.239105 -1.947834 -1.054198 0.048 -0.003 0.008
H 2.435295 -1.304930 -3.303385 0.025 0.027 -0.110
H 1.891831 -0.129857 -2.098498 -0.009 0.163 -0.065
H 0.764804 -1.329754 -2.731489 -0.179 -0.015 -0.070
H 2.631812 -3.757531 -2.648428 0.031 -0.066 -0.089
H 0.987175 -3.771883 -2.008461 -0.153 -0.056 -0.058
H 2.337793 -4.252627 -0.981468 0.018 -0.142 0.060
H 0.672707 1.844393 -1.541615 -0.120 -0.090 -0.041
H -0.619981 0.685449 -1.213018 0.010 0.149 -0.241
H -1.623504 2.590411 -2.299810 0.099 0.053 -0.027
H -0.744869 3.725581 -1.283061 -0.035 -0.010 -0.055
H -2.880646 3.841278 -0.424722 -0.007 -0.229 0.002
H -2.428086 0.255034 -0.196219 -0.098 0.200 -0.038
H -4.207917 -0.883481 -1.834308 -0.134 -0.039 0.166
H -5.267810 0.028631 -0.733142 0.132 -0.120 -0.073
H -3.725678 -3.404619 -0.863718 0.022 -0.035 -0.250
H -3.414542 -4.361697 1.647967 0.046 -0.178 0.147
H -3.794146 -2.198257 3.259013 -0.016 0.117 0.133
H -2.337051 1.656791 1.513103 -0.070 0.055 0.075
H -2.454211 3.392429 1.786443 -0.054 -0.055 0.026
H -0.091566 3.653733 0.967466 0.054 -0.059 0.044
H -0.183395 2.484352 2.300748 -0.023 0.290 -0.036
```
Forces are in eV/Å.

Summary:
ΔE to the lowest compared entry with this formula, charge and spin	18.8	kJ/mol
calculated total energy	-1607.19692	Eh
structure (SMILES)	CC(C)CN(CC(C)C)S(=O)(=O)N1CCC(C(=O)NCc2ccco2)CC1
highest occupied orbital energy	-8.379	eV

Charge distribution, natural (NBO) scheme, values in e: number 1, C, carries -0.62; number 2, C, carries -0.22; number 3, C, carries -0.60; number 4, C, carries -0.23; number 5, N, carries -0.69; number 6, C, carries -0.21; number 7, C, carries -0.23; number 8, C, carries -0.61; number 9, C, carries -0.60; number 10, S, carries 2.47; number 11, O, carries -0.94; number 12, O, carries -0.98; number 13, N, carries -0.69; number 14, C, carries -0.24; number 15, C, carries -0.40; number 16, C, carries -0.30; number 17, C, carries 0.68; number 18, O, carries -0.63; number 19, N, carries -0.65; number 20, C, carries -0.26; number 21, C, carries 0.26; number 22, C, carries -0.30; number 23, C, carries -0.32; number 24, C, carries 0.10; number 25, O, carries -0.40; number 26, C, carries -0.43; number 27, C, carries -0.23; number 28, H, carries 0.20; number 29, H, carries 0.23; number 30, H, carries 0.21; number 31, H, carries 0.20; number 32, H, carries 0.20; number 33, H, carries 0.21; number 34, H, carries 0.20; number 35, H, carries 0.20; number 36, H, carries 0.23; number 37, H, carries 0.24; number 38, H, carries 0.18; number 39, H, carries 0.19; number 40, H, carries 0.21; number 41, H, carries 0.21; number 42, H, carries 0.20; number 43, H, carries 0.21; number 44, H, carries 0.20; number 45, H, carries 0.21; number 46, H, carries 0.20; number 47, H, carries 0.22; number 48, H, carries 0.23; number 49, H, carries 0.21; number 50, H, carries 0.24; number 51, H, carries 0.43; number 52, H, carries 0.21; number 53, H, carries 0.24; number 54, H, carries 0.22; number 55, H, carries 0.23; number 56, H, carries 0.20; number 57, H, carries 0.22; number 58, H, carries 0.23; number 59, H, carries 0.20; number 60, H, carries 0.25